[1]
ORCA calculation (the ωB97M-V functional and the def2-TZVPD basis) on the ion C4H9N2S with charge +1 at a distorted geometry.

Computed properties:
LUMO (alpha / beta), hartree: -0.170 / -0.307
2S+1: 3
Kohn-Sham gap (alpha / beta), eV: 6.41 / 6.56
Total charge: +1
Relative energy (zero: lowest compared OMol25 entry of this formula, charge and spin), kcal per mole: 41.4
Strongest force on any atom, eV/Å: 4.971
Energy, eV: -18097.2139

Positions of all 16 atoms, in Å:
C1 -0.6414 1.8736 -0.9650
C2 0.6652 -0.8436 0.5096
C3 -0.6625 -0.8969 1.1676
C4 1.7265 -1.7545 0.7322
N1 -0.6476 2.9247 -0.3393
N2 -1.1860 1.2871 -2.0715
S1 0.9106 0.3745 -0.6012
H1 -1.3123 -0.2880 0.3122
H2 -0.7336 -0.3403 2.1483
H3 -1.1757 -1.8421 1.2060
H4 1.2507 -2.7898 1.0394
H5 2.3805 -1.4505 1.5433
H6 2.3614 -1.8043 -0.1729
H7 -0.1029 3.3602 0.3117
H8 -1.8933 1.8578 -2.5571
H9 -0.9397 0.3321 -2.2633

Atoms 1-3, force components in eV/Å:
C -0.481 0.403 -1.350
C -2.232 0.131 1.082
C -1.871 3.228 -1.973


[2]
ORCA calculation (the ωB97M-V functional and the def2-TZVPD basis) on the molecule C4H9N3 at a distorted geometry.

Computed properties:
LUMO, hartree: 0.032
Kohn-Sham gap, eV: 9.33
Relative energy (zero: lowest compared OMol25 entry of this formula, charge and spin), kcal per mole: 88.5
Strongest force on any atom, eV/Å: 7.372
Energy, eV: -8760.6852
SMILES: [H]/N=C(\N)NCC=C

Positions of all 16 atoms, in Å:
C1 0.3581 -0.7137 0.0281
N1 -0.1439 0.3384 -0.6797
C2 -1.8528 0.1930 -0.1411
N2 -2.0751 0.8444 1.0443
C3 2.0835 -0.3835 -0.5518
C4 2.9664 0.1428 0.2735
N3 -2.6666 -0.4516 -0.8567
H1 -0.2133 0.1276 -1.6721
H2 -1.3351 1.4332 1.3905
H3 -3.0157 1.1753 1.2264
H4 -3.6562 -0.3327 -0.6232
H5 0.3836 -0.5744 1.1063
H6 0.1355 -1.7311 -0.3087
H7 2.3073 -0.6976 -1.5657
H8 4.0298 0.1669 0.0568
H9 2.6945 0.4628 1.2730

Atoms 1-3, force components in eV/Å:
C 6.827 -0.789 -1.264
N -7.083 1.658 1.194
C 1.787 0.746 -1.801


[3]
ORCA calculation (the ωB97M-V functional and the def2-TZVPD basis) on a cluster of 2 separate species, C4H9N3 in total at a distorted geometry.

Computed properties:
LUMO, hartree: 0.035
Kohn-Sham gap, eV: 9.64
Relative energy (zero: lowest compared OMol25 entry of this formula, charge and spin), kcal per mole: 101.3
Strongest force on any atom, eV/Å: 3.314
Energy, eV: -8760.1308
SMILES: [H]/N=C1/CNN1.C=C

Positions of all 16 atoms, in Å:
C1 -2.5524 0.8305 0.6635
C2 -1.3462 -0.2556 0.3412
C3 3.0153 -0.8076 -0.2465
C4 2.5954 0.4075 -0.0250
N1 -3.3118 0.0437 -0.3776
N2 -2.2348 -0.9145 -0.4206
N3 -0.1608 -0.2912 0.7234
H1 -2.7613 0.7036 1.7733
H2 -2.3821 1.8751 0.4693
H3 2.4997 -1.8311 -0.1804
H4 4.0332 -0.9533 -0.5346
H5 3.2325 1.3351 -0.2202
H6 1.5795 0.5875 0.1837
H7 -3.3269 0.5765 -1.2041
H8 -2.0801 -1.7074 -1.0594
H9 0.4566 -0.9953 0.4552

Atoms 1-3, force components in eV/Å:
C 2.186 -2.361 0.790
C -0.908 2.723 0.809
C 0.542 -2.523 -0.186


[4]
ORCA calculation (the ωB97M-V functional and the def2-TZVPD basis) on a cluster of 2 separate species, C4H9N3 in total at a distorted geometry.

Computed properties:
LUMO (alpha / beta), hartree: 0.004 / -0.002
Kohn-Sham gap (alpha / beta), eV: 7.58 / 7.05
Relative energy (zero: lowest compared OMol25 entry of this formula, charge and spin), kcal per mole: 139.3
Strongest force on any atom, eV/Å: 1.172
Energy, eV: -8758.4837

Positions of all 16 atoms, in Å:
C1 1.5561 -0.0024 1.0250
N1 -0.6481 0.1358 0.8639
C2 -0.5596 0.0617 -0.4783
N2 -1.3403 1.2456 1.3286
C3 0.6278 -1.8241 -1.1436
C4 -1.3194 0.5872 -1.4583
N3 0.6728 -0.5952 -0.7828
H1 -1.3534 1.2385 2.3401
H2 -0.9813 2.1326 0.9715
H3 1.3318 -0.5181 1.9483
H4 1.5724 1.0802 1.0750
H5 2.4597 -0.3966 0.5783
H6 -0.3100 -2.3562 -1.2948
H7 1.5591 -2.3691 -1.2609
H8 -1.0483 0.4483 -2.4940
H9 -2.2193 1.1320 -1.2180

Atoms 1-3, force components in eV/Å:
C -0.008 0.377 0.936
N 0.217 -0.166 0.340
C 0.136 0.328 -0.959


[5]
ORCA calculation (the ωB97M-V functional and the def2-TZVPD basis) on a structure of composition C4H9N3 at a distorted geometry.

Computed properties:
LUMO, hartree: 0.042
Kohn-Sham gap, eV: 8.38
Relative energy (zero: lowest compared OMol25 entry of this formula, charge and spin), kcal per mole: 97.3
Strongest force on any atom, eV/Å: 4.631
Energy, eV: -8760.3075

Positions of all 16 atoms, in Å:
C1 -1.6001 0.0472 -1.0442
C2 -0.8778 0.5185 -0.0317
C3 2.0149 -0.6603 0.2237
C4 1.3691 0.5646 -0.3964
N1 -2.7201 -0.3130 -0.2611
N2 -1.8823 0.0185 0.8777
N3 0.3210 1.0424 0.3349
H1 -1.4426 -0.1706 -2.0821
H2 1.3769 -1.5460 0.3918
H3 2.9072 -0.9556 -0.1847
H4 2.2976 -0.3907 1.3755
H5 2.2264 1.2389 -0.5475
H6 1.0505 0.4439 -1.3924
H7 -3.0921 -1.2790 -0.2743
H8 -2.4386 0.3143 1.7116
H9 0.4901 1.1266 1.2994

Atoms 1-3, force components in eV/Å:
C 0.448 -0.200 -2.411
C -1.912 -0.642 2.441
C -1.605 0.210 4.339


[6]
ORCA calculation (the ωB97M-V functional and the def2-TZVPD basis) on the molecule C4H9N3 at a distorted geometry.

Computed properties:
LUMO, hartree: 0.035
Kohn-Sham gap, eV: 9.68
Relative energy (zero: lowest compared OMol25 entry of this formula, charge and spin), kcal per mole: 63.8
Strongest force on any atom, eV/Å: 3.194
Energy, eV: -8761.7575
SMILES: [H]/N=C\NN1CCC1

Positions of all 16 atoms, in Å:
C1 -2.3868 0.2505 0.0326
C2 0.7962 -0.7499 0.7552
C3 1.8871 -0.5037 -0.2430
C4 1.1394 0.7926 -0.5746
H1 -1.8202 -1.3969 -0.7818
H2 -3.1964 0.8324 0.4347
H3 -1.0800 1.6485 0.7522
H4 0.3461 -1.7589 0.7895
H5 0.8748 -0.2495 1.7159
H6 3.0091 -0.4020 -0.0579
H7 1.7366 -1.1599 -1.1130
H8 1.1314 1.1792 -1.5670
H9 1.3650 1.6123 0.1247
N1 -2.6635 -0.8460 -0.5180
N2 -1.1108 0.6977 0.3756
N3 -0.0279 0.0536 -0.1251

Atoms 1-3, force components in eV/Å:
C 1.124 -0.734 0.462
C -1.201 -1.383 0.187
C 2.908 0.559 -1.196


[7]
ORCA calculation (the ωB97M-V functional and the def2-TZVPD basis) on a cluster of 2 separate species, C4H9N3 in total at a distorted geometry.

Computed properties:
LUMO, hartree: 0.030
Kohn-Sham gap, eV: 8.62
Relative energy (zero: lowest compared OMol25 entry of this formula, charge and spin), kcal per mole: 78.5
Strongest force on any atom, eV/Å: 2.878
Energy, eV: -8761.1215
SMILES: CC(N)=C=N.C=N

Positions of all 16 atoms, in Å:
C1 -0.0212 1.3585 0.0774
C2 1.5391 -0.1912 -0.9919
C3 -1.6866 -1.2604 0.0217
C4 0.9113 0.4666 0.2398
N1 -0.8707 2.2379 0.0233
N2 -2.6060 -0.3538 0.0316
N3 1.5863 0.2372 1.4633
H1 2.5864 0.2481 -1.0513
H2 1.6595 -1.2904 -0.9091
H3 0.9258 -0.0440 -1.9504
H4 -1.1597 -1.5379 -0.9093
H5 -1.7489 -1.9707 0.8082
H6 -1.7550 1.8618 0.1889
H7 -2.3454 0.3433 -0.7485
H8 1.1608 0.6701 2.2439
H9 1.8246 -0.7750 1.4624

Atoms 1-3, force components in eV/Å:
C 0.217 -0.040 0.531
C 0.293 0.357 -0.565
C -2.399 0.569 -1.485


[8]
ORCA calculation (the ωB97M-V functional and the def2-TZVPD basis) on the molecule C4H9N3 at a distorted geometry.

Computed properties:
LUMO, hartree: 0.030
Kohn-Sham gap, eV: 9.00
Relative energy (zero: lowest compared OMol25 entry of this formula, charge and spin), kcal per mole: 65.1
Strongest force on any atom, eV/Å: 3.191
Energy, eV: -8761.7021
SMILES: C/N=C\C=C/NN

Positions of all 16 atoms, in Å:
C1 -0.6994 0.8204 -1.5984
C2 1.0898 1.5912 -0.3162
C3 0.7254 1.0148 1.0119
C4 0.2290 -0.2657 1.1868
H1 -1.3291 1.5376 -2.1587
H2 -0.6522 -0.1672 -2.1328
H3 -1.2645 0.6328 -0.6571
H4 1.9405 2.2622 -0.2865
H5 0.8199 1.6998 1.8859
H6 -0.0421 -0.4852 2.2378
H7 0.4300 -1.0665 -0.6441
H8 -1.4663 -2.1354 0.9903
H9 -0.1119 -3.1144 1.0871
N1 0.6374 1.3872 -1.4503
N2 0.2927 -1.3185 0.3290
N3 -0.5991 -2.3930 0.5153

Atoms 1-3, force components in eV/Å:
C -0.447 -0.920 -0.017
C 1.500 -0.245 2.805
C -1.210 -0.510 -0.400


[9]
ORCA calculation (the ωB97M-V functional and the def2-TZVPD basis) on a structure of composition C4H9N3O at a distorted geometry.

Computed properties:
LUMO, hartree: 0.034
Kohn-Sham gap, eV: 8.51
Relative energy (zero: lowest compared OMol25 entry of this formula, charge and spin), kcal per mole: 157.0
Strongest force on any atom, eV/Å: 6.696
Energy, eV: -10805.6527

Positions of all 17 atoms, in Å:
C1 -0.7566 -0.3715 0.3013
N1 0.3540 -0.2061 -0.4546
N2 1.5573 -0.2560 0.1683
C2 -0.3250 -2.2468 0.7026
C3 -0.1094 1.7141 -0.7634
C4 0.9013 2.5695 -0.7625
O1 -1.9579 -0.4529 -0.3286
N3 -1.1486 -3.0071 1.2340
H1 -1.8095 -0.7005 -1.2518
H2 -0.8559 0.0899 1.2840
H3 1.6798 0.4083 0.9300
H4 2.3124 -0.2242 -0.5030
H5 -2.0964 -2.6296 1.3200
H6 0.6851 -2.6338 0.5238
H7 -1.1366 2.0627 -0.8515
H8 1.9353 2.2400 -0.6802
H9 0.7706 3.6439 -0.8685

Atoms 1-3, force components in eV/Å:
C 0.186 -6.178 2.574
N -0.116 5.210 -2.791
N 0.017 0.019 0.361


[10]
ORCA calculation (the ωB97M-V functional and the def2-TZVPD basis) on a structure of composition C4H9N3O at a distorted geometry.

Computed properties:
LUMO (alpha / beta), hartree: 0.020 / 0.020
Kohn-Sham gap (alpha / beta), eV: 8.55 / 8.55
Relative energy (zero: lowest compared OMol25 entry of this formula, charge and spin), kcal per mole: 143.8
Strongest force on any atom, eV/Å: 4.893
Energy, eV: -10806.2281

Positions of all 17 atoms, in Å:
C1 -1.4975 0.6498 -0.4687
C2 -0.2235 -0.8946 1.7745
C3 -0.3292 0.6487 -1.3236
N1 2.1433 -0.8122 -0.8219
C4 -0.8128 1.2051 0.7810
O1 1.2203 0.1400 -0.3843
N2 -0.0469 0.5298 1.5895
N3 -0.1050 0.8718 -2.5284
H1 2.7557 -1.0009 -0.0264
H2 1.6088 -1.6584 -1.0363
H3 0.8960 0.9272 -2.7431
H4 -2.2751 1.3360 -0.8131
H5 -1.8855 -0.3597 -0.3276
H6 -0.6777 2.2892 0.7705
H7 -0.7248 -1.4469 0.9734
H8 -0.8050 -1.0676 2.6864
H9 0.7589 -1.3574 1.8982

Atoms 1-3, force components in eV/Å:
C 0.138 -0.071 1.572
C 0.297 -0.277 -0.362
C 3.732 -1.402 -2.836


[11]
ORCA calculation (the ωB97M-V functional and the def2-TZVPD basis) on the molecule C4H9N3O at a distorted geometry.

Computed properties:
LUMO, hartree: 0.026
Kohn-Sham gap, eV: 9.11
Relative energy (zero: lowest compared OMol25 entry of this formula, charge and spin), kcal per mole: 60.6
Strongest force on any atom, eV/Å: 3.190
Energy, eV: -10809.8327

Positions of all 17 atoms, in Å:
C1 0.4660 -0.8625 -0.3076
C2 -0.2124 -1.8428 0.6042
C3 0.6759 0.5819 -0.2320
C4 -0.6792 1.2095 0.3412
N1 -0.8438 2.4376 -0.2371
N2 1.1536 -1.3990 -1.3413
N3 -1.4005 0.7613 1.2976
O1 1.3897 1.1896 -1.0777
H1 1.2203 0.0119 0.7709
H2 -1.4428 3.1243 0.1896
H3 -0.0619 2.7860 -0.7768
H4 1.6900 -0.7428 -1.9007
H5 1.3180 -2.3902 -1.4081
H6 -2.0946 1.4274 1.6328
H7 -0.5494 -1.3688 1.5201
H8 -1.0746 -2.2467 0.0664
H9 0.4457 -2.6765 0.8584

Atoms 1-3, force components in eV/Å:
C 1.578 -1.770 -2.133
C -0.321 0.295 0.029
C -2.432 -1.266 1.547


[12]
ORCA calculation (the ωB97M-V functional and the def2-TZVPD basis) on a cluster of 2 separate species, C4H9N3O in total at a distorted geometry.

Computed properties:
LUMO, hartree: 0.027
Kohn-Sham gap, eV: 9.90
Relative energy (zero: lowest compared OMol25 entry of this formula, charge and spin), kcal per mole: 35.1
Strongest force on any atom, eV/Å: 4.370
Energy, eV: -10810.9385
SMILES: C=C(C)[C@H](N)O.N#N

Positions of all 17 atoms, in Å:
C1 -1.6024 -0.8644 -0.7071
C2 0.6838 0.1191 -0.2238
C3 -0.5564 -0.5471 0.3185
N1 1.1937 -0.5013 -1.3976
C4 -0.7291 -0.7363 1.6199
O1 1.6708 0.3916 0.6950
H1 1.2101 -1.5120 -1.3301
H2 2.1121 -0.1552 -1.6429
H3 -1.9186 0.0402 -1.2281
H4 -1.2010 -1.5484 -1.4547
H5 -2.4743 -1.3192 -0.2429
H6 0.0479 -0.5227 2.3372
H7 -1.6388 -1.1664 2.0069
N2 0.4047 2.8633 -0.1524
N3 1.0605 2.9327 0.7581
H8 1.4505 1.2816 1.1882
H9 0.2867 1.2445 -0.5443

Atoms 1-3, force components in eV/Å:
C -0.001 -0.101 0.087
C -1.378 2.821 -0.902
C 0.088 0.026 -0.011


[13]
ORCA calculation (the ωB97M-V functional and the def2-TZVPD basis) on the molecule C4H9N3O at a distorted geometry.

Computed properties:
LUMO, hartree: 0.030
Kohn-Sham gap, eV: 9.91
Relative energy (zero: lowest compared OMol25 entry of this formula, charge and spin), kcal per mole: 37.1
Strongest force on any atom, eV/Å: 3.917
Energy, eV: -10810.8538
SMILES: [H]/N=C(\N)C(=C)[C@H](N)O

Positions of all 17 atoms, in Å:
C1 -0.2661 0.3326 1.0750
C2 -0.4791 -0.5158 -1.2232
C3 0.4567 -0.4461 0.0516
N1 -0.1229 1.7398 0.8713
N2 -1.0615 0.6578 -1.6023
C4 1.5708 -1.1504 0.0904
O1 0.4454 -0.0094 2.3981
N3 -0.5284 -1.6248 -1.8348
H1 0.3589 -0.9495 2.5873
H2 -1.3254 0.0530 1.1645
H3 -0.5874 2.2504 1.6140
H4 0.8642 1.9787 0.9043
H5 -1.4844 0.7208 -2.5153
H6 -0.8703 1.4901 -1.0630
H7 -0.9938 -1.5839 -2.7409
H8 1.8651 -1.7278 -0.7693
H9 2.1581 -1.2153 0.9924

Atoms 1-3, force components in eV/Å:
C 2.196 -0.500 3.205
C 1.918 -0.066 0.288
C -2.748 -0.296 -2.674


[14]
ORCA calculation (the ωB97M-V functional and the def2-TZVPD basis) on a structure of composition C4H9N3O at a distorted geometry.

Computed properties:
LUMO, hartree: 0.023
Kohn-Sham gap, eV: 9.77
Relative energy (zero: lowest compared OMol25 entry of this formula, charge and spin), kcal per mole: 151.2
Strongest force on any atom, eV/Å: 6.151
Energy, eV: -10805.9068

Positions of all 17 atoms, in Å:
C1 -3.0698 0.8820 -0.0671
C2 0.6408 -1.7699 0.1579
C3 0.9296 0.5673 -0.4574
C4 2.4349 0.4808 -0.0251
H1 -3.4500 1.6304 0.9616
H2 -3.3833 -0.1954 0.1574
H3 -3.3396 1.5428 -0.8374
H4 1.3997 -1.8661 1.2416
H5 1.4509 -2.3398 -0.7631
H6 -0.1052 -2.5244 0.4225
H7 2.9328 1.7324 -0.0373
H8 2.5653 0.3128 1.0706
H9 3.1636 -0.2362 -0.5888
N1 -1.6909 0.9258 -0.0643
N2 -1.2885 -0.2295 0.0602
N3 0.1711 -0.4189 0.0308
O1 0.6384 1.5060 -1.2619

Atoms 1-3, force components in eV/Å:
C -2.569 1.244 5.282
C 4.928 -2.536 2.042
C 3.503 3.803 -3.331